The following is a DFT calculation (ωB97M-V/def2-TZVPD) of a 14-piece molecular cluster, C62H180Cl6N29O13P9 overall in a non-equilibrium geometry.

Last columns: bonded neighbours and bond lengths (Å).
Geometry (Å):
1 O -0.278 1.621 -1.401  P2 1.509
2 P 0.457 0.375 -0.975  O1 1.509, N3 1.710, N6 1.708, N9 1.712
3 N 0.878 -0.672 -2.259  P2 1.710, C4 1.463, C5 1.483
4 C -0.116 -0.819 -3.322  N3 1.463, H12 1.090, H13 1.090, H14 1.090
5 C 1.793 -1.827 -2.082  N3 1.483, H15 1.090, H16 1.090, H17 1.090
6 N -0.297 -0.729 0.087  P2 1.708, C7 1.444, C8 1.489
7 C 0.311 -1.837 0.785  N6 1.444, H18 1.090, H19 1.090, H20 1.090
8 C -1.781 -0.828 0.005  N6 1.489, H21 1.090, H22 1.090, H23 1.090
9 N 1.960 0.787 -0.267  P2 1.712, C10 1.415, C11 1.493
10 C 2.961 1.499 -0.970  N9 1.415, H24 1.090, H25 1.090, H26 1.090
11 C 2.109 0.930 1.212  N9 1.493, H27 1.090, H28 1.090, H29 1.090
12 H -1.079 -1.232 -3.023  C4 1.090
13 H 0.105 -1.500 -4.144  C4 1.090
14 H -0.300 0.140 -3.808  C4 1.090
15 H 1.234 -2.681 -1.699  C5 1.090
16 H 2.657 -1.651 -1.442  C5 1.090
17 H 2.097 -2.114 -3.088  C5 1.090
18 H 1.389 -1.704 0.874  C7 1.090
19 H -0.239 -2.084 1.694  C7 1.090
20 H 0.229 -2.690 0.111  C7 1.090
21 H -2.135 -1.673 0.595  C8 1.090
22 H -2.164 0.034 0.553  C8 1.090
23 H -2.179 -0.915 -1.006  C8 1.090
24 H 3.061 2.540 -0.664  C10 1.090
25 H 3.949 1.040 -0.927  C10 1.090
26 H 2.656 1.575 -2.013  C10 1.090
27 H 1.158 1.150 1.699  C11 1.090
28 H 2.863 1.650 1.529  C11 1.090
29 H 2.402 -0.019 1.662  C11 1.090
30 O 3.812 -2.594 0.775  P31 1.476
31 P 5.186 -3.130 0.839  O30 1.476, N32 1.745, N35 1.719, N38 1.693
32 N 5.804 -3.809 -0.645  P31 1.745, C33 1.497, C34 1.464
33 C 5.090 -3.276 -1.848  N32 1.497, H41 1.090, H42 1.090, H43 1.090
34 C 7.151 -4.291 -0.955  N32 1.464, H44 1.090, H45 1.090, H46 1.090
35 N 5.453 -4.383 1.985  P31 1.719, C36 1.463, C37 1.479
36 C 5.551 -4.003 3.394  N35 1.463, H47 1.090, H48 1.090, H49 1.090
37 C 5.201 -5.819 1.735  N35 1.479, H50 1.090, H51 1.090, H52 1.090
38 N 6.320 -1.911 1.143  P31 1.693, C39 1.481, C40 1.453
39 C 7.769 -2.199 1.246  N38 1.481, H53 1.090, H54 1.090, H55 1.090
40 C 6.041 -0.611 0.557  N38 1.453, H56 1.090, H57 1.090, H58 1.090
41 H 5.688 -3.369 -2.755  C33 1.090
42 H 4.776 -2.232 -1.817  C33 1.090
43 H 4.154 -3.835 -1.881  C33 1.090
44 H 7.583 -4.859 -0.131  C34 1.090
45 H 7.806 -3.434 -1.110  C34 1.090
46 H 7.104 -4.937 -1.832  C34 1.090
47 H 6.590 -4.044 3.722  C36 1.090
48 H 5.181 -2.980 3.453  C36 1.090
49 H 4.935 -4.562 4.098  C36 1.090
50 H 6.104 -6.386 1.962  C37 1.090
51 H 4.436 -6.207 2.407  C37 1.090
52 H 4.966 -6.074 0.701  C37 1.090
53 H 7.975 -3.269 1.279  C39 1.090
54 H 8.446 -1.763 0.512  C39 1.090
55 H 8.028 -1.743 2.202  C39 1.090
56 H 6.380 -0.551 -0.477  C40 1.090
57 H 6.631 0.158 1.055  C40 1.090
58 H 4.995 -0.305 0.594  C40 1.090
59 O -5.605 1.309 -6.908  P60 1.501
60 P -5.082 0.305 -7.895  O59 1.501, N61 1.721, N64 1.717, N67 1.783
61 N -6.150 -1.014 -8.182  P60 1.721, C62 1.513, C63 1.448
62 C -7.357 -0.785 -9.064  N61 1.513, H70 1.090, H71 1.090, H72 1.090
63 C -6.323 -2.032 -7.168  N61 1.448, H73 1.090, H74 1.090, H75 1.090
64 N -3.594 -0.399 -7.408  P60 1.717, C65 1.496, C66 1.458
65 C -2.840 -1.335 -8.298  N64 1.496, H76 1.090, H77 1.090, H78 1.090
66 C -2.820 0.200 -6.328  N64 1.458, H79 1.090, H80 1.090, H81 1.090
67 N -4.787 0.908 -9.547  P60 1.783, C68 1.453, C69 1.462
68 C -4.757 0.027 -10.702  N67 1.453, H82 1.090, H83 1.090, H84 1.090
69 C -4.216 2.238 -9.752  N67 1.462, H85 1.090, H86 1.090, H87 1.090
70 H -8.205 -1.257 -8.566  C62 1.090
71 H -7.234 -1.290 -10.022  C62 1.090
72 H -7.690 0.251 -9.121  C62 1.090
73 H -6.436 -2.969 -7.713  C63 1.090
74 H -7.136 -1.786 -6.486  C63 1.090
75 H -5.430 -2.189 -6.563  C63 1.090
76 H -3.496 -1.891 -8.969  C65 1.090
77 H -2.040 -0.910 -8.904  C65 1.090
78 H -2.395 -2.135 -7.706  C65 1.090
79 H -2.204 -0.524 -5.794  C66 1.090
80 H -2.146 0.932 -6.774  C66 1.090
81 H -3.419 0.732 -5.589  C66 1.090
82 H -5.359 0.418 -11.522  C68 1.090
83 H -3.736 -0.087 -11.064  C68 1.090
84 H -5.215 -0.919 -10.413  C68 1.090
85 H -4.553 2.912 -8.964  C69 1.090
86 H -4.637 2.646 -10.671  C69 1.090
87 H -3.127 2.218 -9.774  C69 1.090
88 O -0.667 -5.802 -2.238  P89 1.455
89 P 0.642 -6.431 -2.159  O88 1.455, N90 1.731, N93 1.712, N96 1.742
90 N 1.849 -5.777 -3.215  P89 1.731, C91 1.449, C92 1.489
91 C 3.214 -6.219 -3.417  N90 1.449, H99 1.090, H100 1.090, H101 1.090
92 C 1.440 -4.693 -4.151  N90 1.489, H102 1.090, H103 1.090, H104 1.090
93 N 0.593 -8.113 -2.477  P89 1.712, C94 1.427, C95 1.447
94 C -0.253 -8.479 -3.567  N93 1.427, H105 1.090, H106 1.090, H107 1.090
95 C 1.587 -9.082 -2.069  N93 1.447, H108 1.090, H109 1.090, H110 1.090
96 N 1.326 -6.375 -0.558  P89 1.742, C97 1.454, C98 1.437
97 C 0.537 -6.889 0.549  N96 1.454, H111 1.090, H112 1.090, H113 1.090
98 C 2.134 -5.259 -0.151  N96 1.437, H114 1.090, H115 1.090, H116 1.090
99 H 3.724 -5.701 -4.230  C91 1.090
100 H 3.195 -7.274 -3.691  C91 1.090
101 H 3.792 -5.966 -2.528  C91 1.090
102 H 0.990 -3.886 -3.574  C92 1.090
103 H 0.693 -5.126 -4.815  C92 1.090
104 H 2.301 -4.312 -4.700  C92 1.090
105 H 0.210 -8.431 -4.553  C94 1.090
106 H -0.587 -9.512 -3.480  C94 1.090
107 H -1.006 -7.698 -3.672  C94 1.090
108 H 1.276 -10.120 -1.951  C95 1.090
109 H 2.395 -9.028 -2.799  C95 1.090
110 H 1.901 -8.735 -1.085  C95 1.090
111 H 0.623 -7.976 0.552  C97 1.090
112 H 0.677 -6.598 1.590  C97 1.090
113 H -0.506 -6.720 0.284  C97 1.090
114 H 1.569 -4.330 -0.221  C98 1.090
115 H 2.950 -5.272 -0.874  C98 1.090
116 H 2.514 -5.314 0.869  C98 1.090
117 O 8.526 6.517 -0.867  P118 1.484
118 P 8.385 5.516 0.220  O117 1.484, N119 1.712, N122 1.759, N125 1.778
119 N 7.885 5.999 1.784  P118 1.712, C120 1.499, C121 1.477
120 C 7.590 4.992 2.854  N119 1.499, H128 1.090, H129 1.090, H130 1.090
121 C 8.213 7.355 2.266  N119 1.477, H131 1.090, H132 1.090, H133 1.090
122 N 9.895 4.684 0.571  P118 1.759, C123 1.457, C124 1.455
123 C 11.095 5.503 0.674  N122 1.457, H134 1.090, H135 1.090, H136 1.090
124 C 10.025 3.332 1.094  N122 1.455, H137 1.090, H138 1.090, H139 1.090
125 N 7.220 4.232 -0.175  P118 1.778, C126 1.477, C127 1.438
126 C 5.875 4.749 -0.500  N125 1.477, H140 1.090, H141 1.090, H142 1.090
127 C 7.532 3.089 -0.991  N125 1.438, H143 1.090, H144 1.090, H145 1.090
128 H 8.403 4.809 3.557  C120 1.090
129 H 7.386 4.008 2.433  C120 1.090
130 H 6.730 5.406 3.381  C120 1.090
131 H 7.396 8.020 2.546  C121 1.090
132 H 8.895 7.807 1.546  C121 1.090
133 H 8.756 7.290 3.209  C121 1.090
134 H 11.030 6.231 -0.135  C123 1.090
135 H 11.011 6.045 1.616  C123 1.090
136 H 12.021 4.938 0.566  C123 1.090
137 H 10.627 3.204 1.994  C124 1.090
138 H 9.089 2.836 1.350  C124 1.090
139 H 10.531 2.692 0.371  C124 1.090
140 H 5.434 5.376 0.274  C126 1.090
141 H 5.810 5.316 -1.429  C126 1.090
142 H 5.107 3.996 -0.677  C126 1.090
143 H 6.623 2.515 -1.170  C127 1.090
144 H 8.305 2.486 -0.514  C127 1.090
145 H 7.882 3.410 -1.972  C127 1.090
146 O -4.506 3.000 3.704  P147 1.462
147 P -4.235 2.017 4.751  O146 1.462, N148 1.677, N151 1.741, N154 1.749
148 N -4.150 2.582 6.328  P147 1.677, C149 1.513, C150 1.451
149 C -2.906 3.329 6.754  N148 1.513, H157 1.090, H158 1.090, H159 1.090
150 C -5.272 3.394 6.762  N148 1.451, H160 1.090, H161 1.090, H162 1.090
151 N -2.787 1.082 4.507  P147 1.741, C152 1.491, C153 1.447
152 C -2.343 0.749 3.123  N151 1.491, H163 1.090, H164 1.090, H165 1.090
153 C -2.028 0.480 5.581  N151 1.447, H166 1.090, H167 1.090, H168 1.090
154 N -5.437 0.746 4.762  P147 1.749, C155 1.443, C156 1.407
155 C -5.432 -0.296 5.760  N154 1.443, H169 1.090, H170 1.090, H171 1.090
156 C -6.736 1.143 4.395  N154 1.407, H172 1.090, H173 1.090, H174 1.090
157 H -2.664 4.072 5.994  C149 1.090
158 H -2.033 2.680 6.824  C149 1.090
159 H -3.003 3.751 7.754  C149 1.090
160 H -5.167 3.793 7.771  C150 1.090
161 H -6.177 2.787 6.781  C150 1.090
162 H -5.405 4.191 6.030  C150 1.090
163 H -2.125 -0.299 2.916  C152 1.090
164 H -3.155 1.029 2.452  C152 1.090
165 H -1.464 1.354 2.900  C152 1.090
166 H -1.841 -0.573 5.367  C153 1.090
167 H -1.009 0.863 5.528  C153 1.090
168 H -2.414 0.578 6.596  C153 1.090
169 H -5.605 0.101 6.760  C155 1.090
170 H -6.323 -0.906 5.614  C155 1.090
171 H -4.518 -0.883 5.672  C155 1.090
172 H -6.780 1.854 3.570  C156 1.090
173 H -7.300 1.457 5.273  C156 1.090
174 H -7.284 0.235 4.142  C156 1.090
175 O 0.416 6.356 3.611  P176 1.539
176 P 0.211 6.165 2.099  O175 1.539, N177 1.713, N180 1.731, N183 1.754
177 N -0.276 7.588 1.280  P176 1.713, C178 1.467, C179 1.459
178 C 0.688 8.642 0.941  N177 1.467, H186 1.090, H187 1.090, H188 1.090
179 C -1.661 7.927 0.970  N177 1.459, H189 1.090, H190 1.090, H191 1.090
180 N -0.928 4.956 1.612  P176 1.731, C181 1.427, C182 1.461
181 C -1.862 4.463 2.571  N180 1.427, H192 1.090, H193 1.090, H194 1.090
182 C -0.979 4.361 0.279  N180 1.461, H195 1.090, H196 1.090, H197 1.090
183 N 1.711 5.713 1.310  P176 1.754, C184 1.471, C185 1.509
184 C 2.544 4.709 1.990  N183 1.471, H198 1.090, H199 1.090, H200 1.090
185 C 2.059 6.018 -0.127  N183 1.509, H201 1.090, H202 1.090, H203 1.090
186 H 1.579 8.620 1.568  C178 1.090
187 H 0.231 9.627 1.041  C178 1.090
188 H 1.006 8.630 -0.101  C178 1.090
189 H -2.323 7.396 1.654  C179 1.090
190 H -2.076 7.693 -0.010  C179 1.090
191 H -1.912 8.957 1.222  C179 1.090
192 H -2.798 4.102 2.144  C181 1.090
193 H -1.310 3.773 3.210  C181 1.090
194 H -2.140 5.296 3.217  C181 1.090
195 H -1.667 5.001 -0.275  C182 1.090
196 H 0.012 4.405 -0.171  C182 1.090
197 H -1.317 3.326 0.230  C182 1.090
198 H 1.958 3.969 2.534  C184 1.090
199 H 3.160 4.151 1.285  C184 1.090
200 H 3.253 5.132 2.702  C184 1.090
201 H 1.206 6.390 -0.694  C185 1.090
202 H 2.454 5.149 -0.654  C185 1.090
203 H 2.863 6.754 -0.115  C185 1.090
204 O -6.177 3.323 -2.986  P205 1.465
205 P -6.150 3.375 -1.522  O204 1.465, N206 1.774, N209 1.688, N212 1.695
206 N -4.758 2.541 -0.806  P205 1.774, C207 1.431, C208 1.422
207 C -3.535 2.398 -1.533  N206 1.431, H215 1.090, H216 1.090, H217 1.090
208 C -4.752 2.121 0.553  N206 1.422, H218 1.090, H219 1.090, H220 1.090
209 N -7.492 2.782 -0.687  P205 1.688, C210 1.427, C211 1.440
210 C -7.818 1.394 -0.622  N209 1.427, H221 1.090, H222 1.090, H223 1.090
211 C -8.560 3.650 -0.265  N209 1.440, H224 1.090, H225 1.090, H226 1.090
212 N -5.782 4.938 -0.980  P205 1.695, C213 1.419, C214 1.460
213 C -4.929 5.766 -1.755  N212 1.419, H227 1.090, H228 1.090, H229 1.090
214 C -5.465 5.228 0.416  N212 1.460, H230 1.090, H231 1.090, H232 1.090
215 H -3.621 1.527 -2.184  C207 1.090
216 H -2.679 2.132 -0.913  C207 1.090
217 H -3.231 3.264 -2.120  C207 1.090
218 H -4.606 1.043 0.626  C208 1.090
219 H -5.672 2.380 1.077  C208 1.090
220 H -3.920 2.592 1.076  C208 1.090
221 H -8.414 1.110 -1.490  C210 1.090
222 H -6.877 0.845 -0.660  C210 1.090
223 H -8.243 1.105 0.339  C210 1.090
224 H -9.105 3.434 0.654  C211 1.090
225 H -8.274 4.686 -0.083  C211 1.090
226 H -9.258 3.631 -1.102  C211 1.090
227 H -4.941 6.821 -1.481  C213 1.090
228 H -3.902 5.410 -1.670  C213 1.090
229 H -5.137 5.710 -2.823  C213 1.090
230 H -6.235 4.803 1.059  C214 1.090
231 H -5.592 6.270 0.709  C214 1.090
232 H -4.522 4.780 0.729  C214 1.090
233 O -2.151 -2.802 6.476  P234 1.485
234 P -2.973 -3.938 5.987  O233 1.485, N235 1.708, N238 1.696, N241 1.708
235 N -3.086 -4.106 4.291  P234 1.708, C236 1.506, C237 1.474
236 C -1.924 -4.592 3.466  N235 1.506, H244 1.090, H245 1.090, H246 1.090
237 C -4.030 -3.328 3.468  N235 1.474, H247 1.090, H248 1.090, H249 1.090
238 N -4.597 -3.908 6.473  P234 1.696, C239 1.500, C240 1.454
239 C -4.966 -3.046 7.644  N238 1.500, H250 1.090, H251 1.090, H252 1.090
240 C -5.557 -4.902 6.019  N238 1.454, H253 1.090, H254 1.090, H255 1.090
241 N -2.491 -5.475 6.553  P234 1.708, C242 1.485, C243 1.463
242 C -1.637 -5.509 7.768  N241 1.485, H256 1.090, H257 1.090, H258 1.090
243 C -2.838 -6.825 6.108  N241 1.463, H259 1.090, H260 1.090, H261 1.090
244 H -1.163 -3.818 3.369  C236 1.090
245 H -2.197 -4.758 2.424  C236 1.090
246 H -1.432 -5.465 3.895  C236 1.090
247 H -4.791 -2.836 4.073  C237 1.090
248 H -4.380 -4.070 2.750  C237 1.090
249 H -3.469 -2.555 2.943  C237 1.090
250 H -5.757 -2.342 7.386  C239 1.090
251 H -5.244 -3.718 8.455  C239 1.090
252 H -4.123 -2.424 7.947  C239 1.090
253 H -6.529 -4.536 5.687  C240 1.090
254 H -5.055 -5.338 5.155  C240 1.090
255 H -5.775 -5.734 6.689  C240 1.090
256 H -0.756 -4.877 7.664  C242 1.090
257 H -2.265 -5.292 8.632  C242 1.090
258 H -1.209 -6.496 7.942  C242 1.090
259 H -3.311 -6.705 5.134  C243 1.090
260 H -3.682 -7.226 6.670  C243 1.090
261 H -1.952 -7.457 6.052  C243 1.090
262 C -2.320 -3.974 -4.683  N263 1.474, H266 1.090, H267 1.090, H268 1.090
263 N -3.753 -4.155 -4.979  C262 1.474, O264 1.224, O265 1.223
264 O -4.490 -4.184 -4.003  N263 1.224
265 O -4.135 -4.255 -6.137  N263 1.223
266 H -2.251 -2.983 -4.232  C262 1.090
267 H -1.773 -4.040 -5.623  C262 1.090
268 H -2.137 -4.876 -4.100  C262 1.090
269 C 0.903 -1.354 4.630  N270 1.527, H273 1.090, H274 1.090, H275 1.090
270 N 1.523 -2.735 4.832  C269 1.527, O271 1.231, O272 1.205
271 O 0.803 -3.732 4.773  N270 1.231
272 O 2.716 -2.743 5.000  N270 1.205
273 H -0.123 -1.556 4.323  C269 1.090
274 H 1.474 -0.842 3.856  C269 1.090
275 H 0.987 -0.793 5.560  C269 1.090
276 Cl 0.137 -2.653 -6.694  C277 1.749
277 C 1.463 -1.605 -7.145  Cl276 1.749, C278 1.596, H280 1.090, H281 1.090
278 C 1.390 -1.211 -8.690  C277 1.596, Cl279 1.761, H282 1.090, H283 1.090
279 Cl 2.146 -2.496 -9.626  C278 1.761
280 H 2.380 -2.124 -6.867  C277 1.090
281 H 1.418 -0.726 -6.503  C277 1.090
282 H 1.933 -0.314 -8.990  C278 1.090
283 H 0.338 -1.064 -8.933  C278 1.090
284 Cl 1.668 5.877 -3.934  C285 1.789
285 C 0.726 4.539 -3.211  Cl284 1.789, C286 1.545, H288 1.090, H289 1.090
286 C -0.764 4.488 -3.618  C285 1.545, Cl287 1.753, H290 1.090, H291 1.090
287 Cl -1.637 5.837 -2.919  C286 1.753
288 H 0.833 4.728 -2.143  C285 1.090
289 H 1.093 3.552 -3.492  C285 1.090
290 H -1.249 3.630 -3.152  C286 1.090
291 H -0.959 4.584 -4.686  C286 1.090
292 Cl 5.012 1.588 3.513  C293 1.821
293 C 5.285 -0.069 4.217  Cl292 1.821, C294 1.505, H296 1.090, H297 1.090
294 C 5.665 0.001 5.672  C293 1.505, Cl295 1.806, H298 1.090, H299 1.090
295 Cl 5.364 -1.655 6.326  C294 1.806
296 H 6.153 -0.533 3.749  C293 1.090
297 H 4.303 -0.520 4.071  C293 1.090
298 H 4.910 0.680 6.069  C294 1.090
299 H 6.685 0.364 5.797  C294 1.090

Summary:
Multiplicity: 2
Charge: +1
Orbital gap (alpha / beta) (eV): 5.95 / 1.24
Expectation value of S²: 0.761